# 1
This record from OMol25 describes an isolated molecule of C3H4OS2 at a distorted geometry. The level of theory is the ωB97M-V functional and the def2-TZVPD basis.

XYZ file:
```
10
Properties=species:S:1:pos:R:3:forces:R:3
C 0.130309 1.606110 -0.304694 -1.2 2.0 -0.4
C 0.661509 0.372883 0.329979 0.0 1.0 0.0
C -0.593860 -1.871828 -0.116611 -0.9 -0.8 -0.5
H 0.840521 2.145365 -0.982799 -0.6 -0.6 0.4
H 0.015151 0.068291 1.153589 0.2 0.0 -0.1
H 1.665371 0.652369 0.661557 0.1 -0.6 0.0
H -0.771663 -2.861274 -0.583302 0.3 0.2 0.0
O -1.287811 -1.485198 0.774935 -0.2 -0.1 0.6
S -1.329741 2.335639 -0.044271 1.6 -1.0 -0.2
S 0.670214 -0.962357 -0.888384 0.7 0.1 0.2
```
Forces are in eV/Å.

The relative energy (zero: lowest compared OMol25 entry of this formula, charge and spin) comes out at 131.8 kJ/mol. The strongest force on any atom comes out at 2.37 eV Å⁻¹. Its SMILES is O=CSCC=S. As for the HOMO energy: -8.86 eV. For the HOMO-LUMO gap, the calculation gives 8.35 eV. The LUMO energy comes out at -0.512 eV.

Atom charges from the Mulliken analysis, given in e for atoms 1 to 8:
1. C -0.29
2. C -0.43
3. C 0.10
4. H 0.28
5. H 0.33
6. H 0.34
7. H 0.32
8. O -0.42

# 2
This record from OMol25 describes a structure of composition C3H2IrO3 at a distorted geometry. The level of theory is the ωB97M-V functional and the def2-TZVPD basis.

XYZ file:
```
9
Properties=species:S:1:pos:R:3:forces:R:3
C -2.486294 0.297555 0.015476 -2.5 -2.3 -0.5
C -1.565844 -0.556176 0.402742 9.5 -1.6 0.3
O -0.449849 -0.996988 0.360014 -6.3 0.9 0.9
H -3.019552 -0.584555 -0.573320 -0.8 2.6 0.0
H -2.665593 1.227264 0.552925 -0.7 0.2 -0.5
C 1.695160 -0.376196 -0.487489 5.2 1.7 -0.1
O 1.426576 0.757228 -0.665057 -2.1 -1.1 0.0
O 2.514193 -1.201037 -0.293650 -2.5 -0.5 -0.1
Ir 4.551200 1.432904 0.688355 0.2 0.0 0.0
```
Forces are in eV/Å.

The relative energy (zero: lowest compared OMol25 entry of this formula, charge and spin) comes out at 67.1 kJ/mol. The strongest force on any atom comes out at 9.60 eV Å⁻¹. The spin multiplicity is 6. As for the HOMO energy (spin up / spin down): -18.68 / -20.04 eV. The total charge is +2. For the HOMO-LUMO gap (spin up / spin down), the calculation gives 9.40 / 7.32 eV. The LUMO energy (spin up / spin down) comes out at -9.280 / -12.721 eV.

Atom charges from the Mulliken analysis, given in e for atoms 1 to 8:
1. C -0.29
2. C 0.66
3. O -0.17
4. H 0.36
5. H 0.39
6. C 0.72
7. O -0.36
8. O -0.31

# 3
This record from OMol25 describes an isolated molecule of C20H25NO3S. The level of theory is the ωB97M-V functional and the def2-TZVPD basis.

XYZ file:
```
50
Properties=species:S:1:pos:R:3:forces:R:3
C 5.681880 -2.929574 3.464429 0.1 -0.4 0.3
H 4.912551 -2.974045 4.237620 0.1 0.0 -0.1
O 5.616921 -1.725768 2.731686 -0.2 0.2 -0.2
C 4.519835 -1.370932 2.020573 -0.1 0.2 -0.1
C 4.635084 -0.135882 1.380884 0.0 -0.3 0.1
C 3.615927 0.382363 0.617739 -0.3 -0.1 0.0
C 2.421645 -0.320456 0.468899 0.7 0.0 0.2
C 2.300812 -1.561665 1.095024 0.0 0.1 -0.1
C 3.321148 -2.099085 1.863180 0.1 -0.1 0.1
O 3.218644 -3.320731 2.484550 0.3 0.3 -0.1
C 2.030517 -4.058344 2.343654 -0.1 -0.1 0.0
H 2.186889 -4.967772 2.922243 -0.1 0.0 -0.1
H 1.167711 -3.518888 2.748038 0.0 0.0 0.0
H 1.840117 -4.325284 1.299153 0.0 0.0 0.0
H 1.396601 -2.130939 0.965282 -0.1 -0.1 0.0
C 1.353288 0.299959 -0.346199 -0.4 -0.2 -0.1
O 1.581281 1.263843 -1.046905 0.0 0.0 0.0
C -0.046403 -0.280220 -0.228659 0.0 0.5 -0.2
C -0.972681 0.305033 -1.295316 0.3 -0.2 0.1
N -2.286951 -0.297918 -1.171513 0.0 -0.1 0.0
C -2.892439 0.049275 0.099199 0.0 -0.2 0.2
C -2.045706 -0.516544 1.236015 -0.1 0.3 0.0
C -0.626365 0.034458 1.156249 -0.1 -0.3 0.0
H -0.002542 -0.390853 1.944450 0.0 0.1 0.0
H -0.644911 1.118538 1.292444 0.0 0.1 0.0
H -2.020798 -1.604414 1.148106 0.0 -0.1 0.0
H -2.499431 -0.257517 2.194280 0.0 0.0 0.0
H -3.894736 -0.385955 0.132383 0.0 0.1 0.0
H -2.987042 1.142416 0.225570 0.0 0.0 0.0
C -3.147983 -0.045549 -2.317291 0.0 -0.1 0.0
C -3.485349 1.395782 -2.545999 0.1 0.2 -0.2
C -4.480815 2.130215 -1.981450 0.1 -0.3 -0.1
C -4.463133 3.490191 -2.368929 0.1 0.2 -0.1
C -3.452536 3.793113 -3.224557 0.2 -0.3 -0.1
S -2.494631 2.387542 -3.571496 -0.6 0.2 0.4
C -3.115718 5.105007 -3.838478 0.1 0.0 -0.1
H -3.819051 5.863463 -3.502466 0.0 0.1 0.0
H -3.157308 5.043791 -4.925791 0.0 0.1 0.0
H -2.107525 5.412016 -3.561023 0.0 0.1 0.0
H -5.179465 4.214406 -2.022038 -0.1 0.2 0.0
H -5.216685 1.713990 -1.315517 -0.1 -0.1 0.1
H -4.072669 -0.610538 -2.160078 0.1 0.0 -0.1
H -2.641540 -0.448918 -3.198818 -0.1 -0.1 0.0
H -0.574670 0.082449 -2.287994 0.0 0.1 0.0
H -0.998507 1.400462 -1.180986 0.0 -0.1 -0.1
H -0.014578 -1.364095 -0.368399 0.0 0.0 0.0
H 3.718585 1.338711 0.129764 0.0 0.1 0.0
H 5.562298 0.399185 1.510935 0.1 0.1 0.0
H 6.666606 -2.921236 3.931605 -0.1 0.0 0.0
H 5.593831 -3.803087 2.815950 0.0 0.1 0.1
```
Forces are in eV/Å.

The relative energy (zero: lowest compared OMol25 entry of this formula, charge and spin) comes out at 174.7 kJ/mol. The strongest force on any atom comes out at 0.73 eV Å⁻¹. Its SMILES is COc1ccc(C(=O)[C@H]2CCCN(Cc3ccc(C)s3)C2)cc1OC. As for the HOMO energy: -8.25 eV. For the HOMO-LUMO gap, the calculation gives 8.88 eV. The LUMO energy comes out at 0.623 eV.

Atom charges from the Mulliken analysis, given in e for atoms 1 to 8:
1. C -0.71
2. H 0.26
3. O -0.48
4. C 0.42
5. C -0.53
6. C -1.08
7. C -0.04
8. C -0.02

# 4
This record from OMol25 describes a cluster of 2 separate species, C5H8ClF3N in total at a distorted geometry. The level of theory is the ωB97M-V functional and the def2-TZVPD basis.

XYZ file:
```
18
Properties=species:S:1:pos:R:3:forces:R:3
C -0.834807 -1.142816 1.709508 -0.6 -1.1 1.1
C -0.734473 -0.758236 0.443472 -1.0 2.4 1.0
C 2.796644 -0.525753 0.185906 1.2 0.3 1.0
C 2.022881 0.253042 -0.562418 -0.3 1.1 0.2
C -1.745920 0.743949 -1.272413 -0.9 1.2 -1.7
N -1.177401 0.682419 0.112024 2.6 -0.4 -1.5
F 3.419938 -0.031943 1.279404 -0.9 -1.0 -1.6
F 3.091939 -1.792368 -0.096467 -0.5 1.5 0.5
F 1.337073 -0.193696 -1.606491 0.2 -0.5 -0.4
Cl 1.620626 1.968483 -0.305901 0.9 -1.3 0.2
H -1.380744 -0.766713 2.629851 0.6 1.0 -1.8
H -0.502457 -2.094875 2.114615 0.4 -0.3 -1.1
H -0.378327 -1.094748 -0.521561 0.4 -1.1 0.8
H -0.949844 0.262072 -1.917965 -1.5 0.2 0.5
H -2.851190 0.322345 -1.368606 2.7 0.6 0.3
H -1.741486 1.843973 -1.649637 -0.2 -1.8 0.9
H -1.792683 1.056633 0.801677 -0.4 0.5 0.7
H -0.199766 1.268233 0.025002 -2.6 -1.1 0.7
```
Forces are in eV/Å.

The relative energy (zero: lowest compared OMol25 entry of this formula, charge and spin) comes out at 35.3 kJ/mol. The strongest force on any atom comes out at 3.01 eV Å⁻¹. As for the HOMO energy: -13.95 eV. The total charge is +1. For the HOMO-LUMO gap, the calculation gives 10.75 eV. The LUMO energy comes out at -3.203 eV.

Atom charges from the Mulliken analysis, given in e for atoms 1 to 8:
1. C -1.06
2. C 0.15
3. C 0.42
4. C 0.41
5. C -0.67
6. N 0.00
7. F -0.18
8. F -0.19

# 5
This record from OMol25 describes a cluster of 2 separate species, CH7N3OP in total at a distorted geometry. The level of theory is the ωB97M-V functional and the def2-TZVPD basis.

XYZ file:
```
13
Properties=species:S:1:pos:R:3:forces:R:3
C -1.131568 0.123050 0.251474 -0.1 -0.4 -1.2
N -2.256536 -0.275395 0.867903 -1.2 1.0 -1.1
N -1.182755 0.780411 -0.966083 -3.7 1.1 0.5
N 2.147736 0.647047 -0.432173 2.2 -1.9 0.0
O -0.057260 -0.257460 0.694911 1.6 -0.1 0.7
P 2.817167 -0.752333 -0.192130 -1.6 1.9 0.5
H -3.188822 -0.098292 0.483740 0.7 -0.1 0.4
H -2.163614 -0.821531 1.698228 0.1 -0.1 0.2
H -2.058727 1.346798 -1.130001 1.3 -1.1 0.2
H -0.430944 1.256768 -1.410272 1.0 -0.1 0.3
H 1.196538 0.588402 -0.037950 -0.9 -0.3 0.3
H 4.209983 -0.729595 -0.358298 -0.2 -0.5 -0.1
H 2.098802 -1.807870 0.530651 0.9 0.7 -0.6
```
Forces are in eV/Å.

The relative energy (zero: lowest compared OMol25 entry of this formula, charge and spin) comes out at 120.5 kJ/mol. The strongest force on any atom comes out at 3.85 eV Å⁻¹. As for the HOMO energy: -14.19 eV. The total charge is +1. For the HOMO-LUMO gap, the calculation gives 7.59 eV. The LUMO energy comes out at -6.607 eV.

Atom charges from the Mulliken analysis, given in e for atoms 1 to 8:
1. C 0.73
2. N -0.41
3. N -0.46
4. N -0.46
5. O -0.71
6. P 0.43
7. H 0.20
8. H 0.23

# 6
This record from OMol25 describes an isolated molecule of C3H8N2O at a distorted geometry. The level of theory is the ωB97M-V functional and the def2-TZVPD basis.

XYZ file:
```
14
Properties=species:S:1:pos:R:3:forces:R:3
C -0.840810 -0.445529 0.587186 1.2 -0.3 0.5
C -0.243620 0.907931 0.182642 0.4 -0.6 -0.2
C 0.742203 0.678005 -0.956446 -0.8 1.3 -0.1
N 0.307900 -1.404186 0.508123 -0.9 0.3 0.2
O -1.854862 -0.874667 -0.261609 -0.3 -0.2 -0.3
N 1.849962 1.247083 -1.144049 0.6 -0.3 -0.1
H -1.468076 -1.077414 -1.122364 0.0 0.0 0.0
H 0.018574 -2.346838 0.735843 -0.2 0.0 0.1
H 1.038925 -1.148238 1.162420 0.0 0.1 -0.1
H 2.182849 1.799219 -0.353602 -0.3 0.0 0.1
H -1.302098 -0.383319 1.589006 0.1 -0.1 -0.4
H 0.342530 0.123038 -1.802383 0.1 -0.3 0.0
H -1.046786 1.566014 -0.157467 0.1 0.0 0.1
H 0.273311 1.358902 1.032701 0.0 0.1 0.0
```
Forces are in eV/Å.

The relative energy (zero: lowest compared OMol25 entry of this formula, charge and spin) comes out at 156.9 kJ/mol. The strongest force on any atom comes out at 1.54 eV Å⁻¹. Its SMILES is [H]/N=C\C[C@H](N)O. As for the HOMO energy: -9.55 eV. For the HOMO-LUMO gap, the calculation gives 10.43 eV. The LUMO energy comes out at 0.881 eV.

Atom charges from the Mulliken analysis, given in e for atoms 1 to 8:
1. C -0.01
2. C -0.57
3. C 0.20
4. N -0.58
5. O -0.54
6. N -0.70
7. H 0.37
8. H 0.21